16
Properties=species:S:1:pos:R:3:forces:R:3 method="wB97M-V/def2-TZVPD" total_energy_ev=-8865.84106 total_charge=0 orbital_gap_ev=8.9 de_lowest_kcal_mol=77.7 homo_energy_ev=-8.04
C 1.32518 0.21553 -1.80903 -0.01 0.05 -0.19
H 0.66273 0.90104 -2.34546 0.09 0.00 0.20
H -2.61452 1.50010 0.56364 0.09 -0.16 -0.02
C 0.03797 -0.36890 0.13572 -0.20 0.23 0.23
O -1.88556 -1.13776 1.21397 0.23 -0.25 -0.03
C -1.65664 1.24555 1.02540 -0.05 0.19 -0.01
C 1.35159 -0.95301 0.32850 0.20 -0.36 0.02
H -1.79692 1.28462 2.11790 0.00 -0.02 -0.30
H 1.09812 -0.80461 -2.16052 -0.01 0.15 0.08
H 1.77600 -0.84982 1.32796 -0.02 -0.21 -0.21
H -1.49854 -1.93492 0.81874 -0.27 0.01 0.35
N 1.15325 0.35570 -0.35554 0.08 0.09 0.04
C -1.12976 -0.11397 0.71838 0.23 0.30 -0.21
H 2.36154 0.45304 -2.07406 -0.18 -0.03 0.09
H 1.72170 -1.78668 -0.26337 -0.03 0.11 0.00
H -0.90614 1.99410 0.75777 -0.15 -0.11 -0.03